## A
ORCA calculation (the ωB97M-V functional and the def2-TZVPD basis) on a gas-phase ion, C11H16NOS (charge +1).

Calculated values
- Kohn-Sham gap (alpha / beta): 7.38 / 6.47 eV
- Total charge: +1

Each atom is followed by the atoms it is bonded to, with distances in Å.
CARTESIAN COORDINATES (ANGSTROEM)
1 C -4.028 -0.275 0.792  C2 1.383, C3 1.419, H15 1.127
2 C -3.656 -0.854 -0.407  C1 1.383, C4 1.335, H16 1.081
3 C -3.008 0.304 1.590  C1 1.419, C5 1.369, H17 1.060
4 C -2.372 -0.976 -0.754  C2 1.335, C6 1.434, H18 1.111
5 C -1.701 0.240 1.189  C3 1.369, C6 1.384, H19 1.058
6 C -1.313 -0.418 0.035  C4 1.434, C5 1.384, C9 1.384
7 C 2.324 0.185 0.539  C8 1.503, N12 1.485, H20 1.058, H21 1.140
8 C 2.049 -0.675 1.740  C7 1.503, S14 1.859, H22 1.055, H23 1.023
9 C 0.000 -0.424 -0.403  C6 1.384, C11 1.552, N12 1.499
10 C 1.239 1.705 -0.971  N12 1.548, H24 1.105, H25 1.113, H26 1.136
11 C 0.473 -1.068 -1.733  C9 1.552, O13 1.350, H27 1.139, H28 1.103
12 N 0.974 0.605 0.086  C7 1.485, C9 1.499, C10 1.548, H29 1.117
13 O 0.181 -2.370 -1.944  C11 1.350, H30 0.968
14 S 1.214 -2.251 1.217  C8 1.859
15 H -5.136 -0.158 0.962  C1 1.127
16 H -4.325 -1.132 -1.209  C2 1.081
17 H -3.369 0.672 2.517  C3 1.060
18 H -2.338 -1.363 -1.795  C4 1.111
19 H -0.933 0.596 1.823  C5 1.058
20 H 2.877 1.030 0.854  C7 1.058
21 H 2.766 -0.429 -0.314  C7 1.140
22 H 2.731 -0.996 2.479  C8 1.055
23 H 1.329 -0.097 2.180  C8 1.023
24 H 1.642 1.434 -1.964  C10 1.105
25 H 0.268 2.091 -1.356  C10 1.113
26 H 1.694 2.601 -0.443  C10 1.136
27 H 1.606 -1.012 -1.643  C11 1.139
28 H -0.017 -0.481 -2.528  C11 1.103
29 H 0.465 1.208 0.877  N12 1.117
30 H 0.708 -3.106 -1.600  O13 0.968



## B
ORCA calculation (the ωB97M-V functional and the def2-TZVPD basis) on 2 unconnected molecules or ions with the total composition C11H16NOS.

Calculated values
- Kohn-Sham gap: 9.82 eV
- Total charge: +1

Each atom is followed by the atoms it is bonded to, with distances in Å.
CARTESIAN COORDINATES (ANGSTROEM)
1 C -3.422 -1.448 0.302  C2 1.415, C3 1.414, H15 1.071
2 C -2.541 -1.354 1.405  C1 1.415, C4 1.409, H16 0.989
3 C -3.030 -1.098 -1.011  C1 1.414, C5 1.380, H17 1.073
4 C -1.292 -0.730 1.216  C2 1.409, C6 1.390, H18 1.197
5 C -1.834 -0.431 -1.181  C3 1.380, C6 1.390, H19 1.179
6 C -0.993 -0.322 -0.079  C4 1.390, C5 1.390, S14 1.801
7 C 2.717 -2.048 -0.247  C8 1.190, C9 1.430
8 C 1.706 -2.589 -0.565  C7 1.190, H21 1.022
9 C 3.945 -1.396 0.088  C7 1.430, H22 1.158, H23 1.127, H24 1.128
10 C -0.603 2.713 -0.430  N12 1.377, H25 1.067, H26 1.199, H27 1.163
11 C 0.914 2.285 1.346  N12 1.418, H28 1.133, H29 1.106, H30 1.216
12 N 0.423 1.938 0.062  C10 1.377, C11 1.418, S14 1.644
13 O 0.725 0.569 -1.987  S14 1.615, H20 0.999
14 S 0.640 0.371 -0.387  C6 1.801, N12 1.644, O13 1.615
15 H -4.300 -2.056 0.384  C1 1.071
16 H -2.749 -1.642 2.329  C2 0.989
17 H -3.812 -1.121 -1.744  C3 1.073
18 H -0.549 -0.419 2.100  C4 1.197
19 H -1.365 -0.258 -2.248  C5 1.179
20 H 1.147 -0.243 -2.388  O13 0.999
21 H 0.895 -3.188 -0.735  C8 1.022
22 H 4.224 -0.516 -0.611  C9 1.158
23 H 4.751 -2.182 0.113  C9 1.127
24 H 4.102 -0.922 1.099  C9 1.128
25 H -1.599 2.608 -0.062  C10 1.067
26 H -0.483 3.894 -0.600  C10 1.199
27 H -0.819 2.485 -1.550  C10 1.163
28 H 1.712 1.600 1.766  C11 1.133
29 H 1.396 3.280 1.374  C11 1.106
30 H 0.093 2.219 2.241  C11 1.216



Which of them is least stable? Easy: B.



## A
ORCA calculation (the ωB97M-V functional and the def2-TZVPD basis) on a single C3H8N2S2 molecule.

Calculated values
- Kohn-Sham gap: 9.04 eV

Each atom is followed by the atoms it is bonded to, with distances in Å.
CARTESIAN COORDINATES (ANGSTROEM)
1 N 2.118 1.096 0.418  C2 1.493, H8 1.011, H9 1.015
2 C 1.324 -0.074 0.897  N1 1.493, C3 1.490, H10 1.077, H11 1.140
3 C 0.950 -0.982 -0.223  C2 1.490, S4 1.779, H12 1.097, H13 1.097
4 S -0.336 -0.496 -1.352  C3 1.779, C5 1.805
5 C -1.846 -0.268 -0.390  S4 1.805, N6 1.328, S7 1.666
6 N -2.767 0.362 -1.109  C5 1.328, H14 1.011, H15 0.980
7 S -2.113 -0.915 1.122  C5 1.666
8 H 1.677 1.871 -0.060  N1 1.011
9 H 2.594 1.492 1.221  N1 1.015
10 H 2.004 -0.564 1.572  C2 1.077
11 H 0.376 0.255 1.439  C2 1.140
12 H 0.568 -1.923 0.194  C3 1.097
13 H 1.726 -1.126 -0.985  C3 1.097
14 H -3.663 0.610 -0.712  N6 1.011
15 H -2.610 0.661 -2.029  N6 0.980



## B
ORCA calculation (the ωB97M-V functional and the def2-TZVPD basis) on a single C3H8N2S2 molecule.

Calculated values
- Kohn-Sham gap: 9.87 eV

Each atom is followed by the atoms it is bonded to, with distances in Å.
CARTESIAN COORDINATES (ANGSTROEM)
1 C -0.011 2.276 1.203  S2 1.782, H8 1.094, H9 1.106, H10 1.058
2 S -0.833 1.118 0.125  C1 1.782, C3 1.784
3 C 0.279 -0.271 0.254  S2 1.784, C4 1.496, N6 1.274
4 C 1.104 -0.666 -0.930  C3 1.496, S5 1.790, H11 1.080, H12 1.099
5 S 0.101 -1.274 -2.282  C4 1.790, H13 1.344
6 N 0.486 -0.905 1.340  C3 1.274, N7 1.400
7 N -0.275 -0.524 2.452  N6 1.400, H14 1.024, H15 1.007
8 H 0.986 2.539 0.838  C1 1.094
9 H 0.111 1.818 2.203  C1 1.106
10 H -0.621 3.139 1.222  C1 1.058
11 H 1.751 0.130 -1.268  C4 1.080
12 H 1.740 -1.488 -0.571  C4 1.099
13 H -0.357 -0.095 -2.736  S5 1.344
14 H -1.192 -0.222 2.114  N7 1.024
15 H -0.426 -1.361 2.991  N7 1.007



Which of them is least stable? Easy: B.